(1)
A molecular structure, C41H32BrN4O9PPt at a distorted geometry. Source: the Open Molecules 2025 dataset; level of theory: wB97M-V/def2-TZVPD.

Last column: Löwdin charge in e.
CARTESIAN COORDINATES (ANGSTROEM)
1 Pt -0.1875 0.1576 0.2068  1.051
2 O -3.2665 -3.0678 3.9050  0.056
3 C -3.7934 -2.1537 3.0323  -0.269
4 C -5.1565 -1.9017 3.1482  -0.019
5 C -5.7614 -0.9693 2.3245  -0.082
6 C -5.0154 -0.2868 1.3677  -0.080
7 C -3.6617 -0.5480 1.2557  -0.022
8 C -3.0341 -1.4781 2.0812  -0.112
9 C -1.5360 -1.6881 1.9445  -0.419
10 O -1.0696 -1.5952 0.6522  -0.308
11 N -0.8723 -0.7227 2.8497  0.029
12 N 0.1981 -0.0829 2.3305  -0.113
13 C 0.8750 0.7298 3.0346  -0.169
14 C 2.1099 1.3672 2.5899  -0.585
15 Br 2.3910 1.4520 0.7165  0.868
16 C 2.9657 1.8820 3.4701  -0.083
17 C 4.3122 2.4497 3.2907  -0.232
18 C 5.2307 1.9586 2.3613  -0.068
19 C 6.4907 2.5276 2.2493  -0.075
20 C 6.8542 3.5918 3.0637  -0.084
21 C 5.9669 4.0555 4.0250  -0.080
22 C 4.7130 3.4789 4.1451  -0.039
23 H -2.3464 -3.2427 3.6856  0.083
24 H -5.7203 -2.4466 3.8961  0.117
25 H -6.8234 -0.7788 2.4269  0.103
26 H -5.4882 0.4378 0.7150  0.101
27 H -3.0601 -0.0413 0.5107  0.101
28 H -1.2625 -2.6885 2.3115  0.130
29 H -1.4516 -0.2039 3.4929  0.148
30 H 0.5885 0.9176 4.0686  0.144
31 H 2.6033 1.8810 4.4968  0.124
32 H 4.9736 1.1058 1.7480  0.080
33 H 7.1957 2.1305 1.5299  0.105
34 H 7.8261 4.0569 2.9532  0.103
35 H 6.2559 4.8612 4.6879  0.104
36 H 4.0230 3.8350 4.9027  0.115
37 O -1.1861 2.6250 1.7247  0.027
38 C -1.3288 2.8022 0.5201  -0.633
39 O -0.8017 2.1326 -0.4503  -0.190
40 C -2.2411 3.9165 0.0717  -0.092
41 C -2.2011 5.1581 0.6827  0.081
42 C -3.1175 6.1200 0.3041  -0.110
43 C -4.1049 5.8775 -0.6277  0.079
44 C -4.1319 4.6257 -1.2035  -0.110
45 C -3.2063 3.6477 -0.8891  0.080
46 N -5.2036 4.3189 -2.1759  -0.348
47 O -5.9206 5.2336 -2.5304  0.084
48 O -5.3007 3.1707 -2.5587  0.084
49 N -3.0579 7.4566 0.9368  -0.348
50 O -2.1954 7.6432 1.7714  0.084
51 O -3.8726 8.2846 0.5825  0.084
52 H -1.4670 5.3754 1.4448  0.137
53 H -4.8296 6.6331 -0.8857  0.132
54 H -3.2341 2.6888 -1.3862  0.135
55 O -0.0247 -0.2771 -1.9504  -0.421
56 P 0.6913 -1.0878 -2.9871  0.820
57 C -0.4732 -1.9291 -4.0631  -0.270
58 C -0.6622 -1.5876 -5.3982  -0.065
59 C -1.6522 -2.2226 -6.1373  -0.074
60 C -2.4503 -3.1889 -5.5431  -0.074
61 C -2.2668 -3.5287 -4.2066  -0.066
62 C -1.2811 -2.9011 -3.4643  -0.060
63 C 1.7174 0.0015 -3.9869  -0.268
64 C 2.5834 -0.4630 -4.9775  -0.080
65 C 3.3660 0.4353 -5.6859  -0.074
66 C 3.2881 1.7955 -5.4077  -0.075
67 C 2.4259 2.2603 -4.4255  -0.065
68 C 1.6385 1.3655 -3.7114  -0.054
69 C 1.7487 -2.3980 -2.3368  -0.260
70 C 2.0762 -2.3944 -0.9824  -0.065
71 C 2.9190 -3.3699 -0.4654  -0.063
72 C 3.4228 -4.3598 -1.2962  -0.075
73 C 3.0747 -4.3854 -2.6421  -0.075
74 C 2.2430 -3.4082 -3.1631  -0.083
75 H -0.0429 -0.8273 -5.8598  0.104
76 H -1.8042 -1.9585 -7.1763  0.106
77 H -3.2253 -3.6770 -6.1206  0.106
78 H -2.8950 -4.2793 -3.7442  0.108
79 H -1.1407 -3.1450 -2.4158  0.119
80 H 2.6503 -1.5220 -5.1969  0.099
81 H 4.0408 0.0754 -6.4525  0.106
82 H 3.9064 2.4930 -5.9591  0.106
83 H 2.3653 3.3200 -4.2124  0.109
84 H 0.9625 1.7099 -2.9358  0.104
85 H 1.6505 -1.6401 -0.3343  0.055
86 H 3.1792 -3.3528 0.5852  0.108
87 H 4.0806 -5.1209 -0.8948  0.105
88 H 3.4464 -5.1767 -3.2816  0.106
89 H 1.9626 -3.4464 -4.2107  0.105

HOMO level (alpha / beta) ... -0.286 / -0.286 Eh
Charge ... 0
Frontier orbital gap (alpha / beta) ... 0.255 / 0.257 Eh
Relative energy (zero: lowest compared OMol25 entry of this formula, charge and spin) ... 53.4 kcal per mole

***

(2)
A molecular structure, C41H32F15GeN3O5PtS3Si at a distorted geometry. Source: the Open Molecules 2025 dataset; level of theory: wB97M-V/def2-TZVPD.

Last column: Löwdin charge in e.
CARTESIAN COORDINATES (ANGSTROEM)
1 Pt -1.4315 -1.4208 -0.2193  0.525
2 F 3.6900 -0.9256 -4.0462  0.090
3 C 3.7654 -2.2685 -4.0601  -0.212
4 C 3.2653 -2.9803 -2.9857  -0.136
5 C 3.3025 -4.3612 -3.0679  -0.235
6 F 2.7685 -5.0568 -2.0586  0.085
7 C 3.8522 -5.0259 -4.1566  -0.131
8 F 3.8774 -6.3594 -4.2085  0.123
9 C 4.3760 -4.2813 -5.2114  -0.125
10 F 4.9037 -4.8934 -6.2714  0.130
11 C 4.3338 -2.8911 -5.1627  -0.135
12 F 4.8295 -2.1691 -6.1718  0.119
13 Ge 2.3034 -2.0840 -1.4806  0.662
14 S 0.2315 -2.5499 -1.7153  0.213
15 C 3.0985 -0.2211 -1.4879  -0.129
16 C 4.4627 -0.0866 -1.3241  -0.223
17 F 5.1962 -1.2070 -1.2405  0.103
18 C 5.0891 1.1509 -1.2696  -0.128
19 F 6.4096 1.2505 -1.1041  0.125
20 C 4.3191 2.3039 -1.3983  -0.126
21 F 4.8919 3.5077 -1.3710  0.128
22 C 2.9456 2.1939 -1.5711  -0.126
23 F 2.1871 3.2955 -1.6944  0.096
24 C 2.3625 0.9349 -1.6169  -0.227
25 F 1.0440 0.8287 -1.8054  0.074
26 C 3.1087 -2.5038 0.3300  -0.104
27 C 2.6577 -1.6573 1.3234  -0.256
28 F 1.7553 -0.7090 0.9798  0.012
29 C 3.1143 -1.7025 2.6291  -0.151
30 F 2.6733 -0.8218 3.5434  0.079
31 C 4.0651 -2.6579 2.9714  -0.123
32 F 4.5184 -2.7264 4.2246  0.128
33 C 4.5478 -3.5242 1.9940  -0.126
34 F 5.4884 -4.4125 2.3206  0.125
35 C 4.0669 -3.4346 0.6875  -0.209
36 F 4.5771 -4.2378 -0.2440  0.113
37 O -0.8521 -2.5593 1.8653  -0.574
38 S -0.2548 -1.6012 2.8330  1.025
39 C -0.7422 -2.1135 4.5096  -0.345
40 C 0.1133 -1.7836 5.5491  -0.083
41 C -0.2446 -2.1073 6.8478  -0.069
42 C -1.4469 -2.7518 7.0959  -0.075
43 C -2.2817 -3.1000 6.0459  -0.065
44 C -1.9264 -2.7868 4.7444  -0.060
45 C -1.4100 -0.1994 2.8477  -0.371
46 C -2.6037 -0.2911 2.1454  -0.125
47 C -3.4443 0.8164 2.1193  -0.065
48 C -3.1088 1.9611 2.8248  -0.085
49 C -1.9285 2.0208 3.5551  -0.078
50 C -1.0586 0.9425 3.5464  -0.078
51 H 1.0470 -1.2787 5.3512  0.098
52 H 0.4104 -1.8446 7.6654  0.108
53 H -1.7302 -2.9875 8.1114  0.106
54 H -3.2172 -3.6002 6.2489  0.108
55 H -2.5618 -3.0664 3.9179  0.113
56 H -2.9205 -1.2374 1.7093  0.071
57 H -4.3674 0.7831 1.5607  0.106
58 H -3.7680 2.8161 2.8137  0.111
59 H -1.6864 2.9064 4.1203  0.113
60 H -0.1173 0.9730 4.0747  0.118
61 C 1.4625 6.7894 -1.4531  -0.123
62 C 0.0952 7.4058 -1.2673  -0.276
63 S -1.0080 6.1966 -0.4834  0.649
64 O -0.3474 5.5632 0.6311  -0.317
65 O -2.2697 6.8192 -0.1997  -0.304
66 C -1.2942 4.8871 -1.7209  -0.176
67 C -2.3535 4.0133 -1.0682  -0.158
68 N -2.2323 2.6328 -1.4491  0.061
69 C -1.5425 1.7038 -0.7571  -0.303
70 N -1.7050 0.5030 -1.2945  -0.011
71 C -2.4749 0.6536 -2.3964  -0.011
72 C -2.8147 1.9863 -2.5202  -0.122
73 N -3.5217 2.6156 -3.5514  -0.323
74 O -3.6394 3.8426 -3.5244  0.071
75 O -3.9665 1.8906 -4.4348  0.098
76 C -0.6459 2.0202 0.3731  0.028
77 H 2.1698 7.5314 -1.8195  0.083
78 H 1.4270 5.9650 -2.1623  0.067
79 H 1.8129 6.4059 -0.4965  0.078
80 H -0.3831 7.6830 -2.2035  0.102
81 H 0.1160 8.2638 -0.5983  0.107
82 H -0.3596 4.3542 -1.8704  0.096
83 H -1.6441 5.3234 -2.6492  0.105
84 H -3.3461 4.3783 -1.3366  0.134
85 H -2.2272 4.0778 0.0173  0.115
86 H -2.7338 -0.1655 -3.0343  0.114
87 H -1.1895 2.4505 1.2097  0.070
88 H 0.1027 2.7538 0.0750  0.091
89 H -0.1523 1.1059 0.6947  0.073
90 C -2.9434 -3.2450 -2.7393  -0.243
91 Si -3.3759 -2.5585 -0.9901  0.480
92 C -4.9224 -1.3941 -1.2117  -0.202
93 C -3.9788 -4.0199 0.1268  -0.201
94 H -3.8344 -3.6342 -3.2210  0.025
95 H -2.2194 -4.0482 -2.6694  0.004
96 H -2.5143 -2.4849 -3.3830  0.002
97 H -5.8200 -1.9113 -0.8904  0.019
98 H -5.0625 -1.1528 -2.2592  0.016
99 H -4.8725 -0.4571 -0.6681  -0.004
100 H -4.8422 -4.4862 -0.3415  0.024
101 H -4.2804 -3.6854 1.1145  0.010
102 H -3.2138 -4.7773 0.2570  0.022

HOMO level (alpha / beta) ... -0.258 / -0.269 Eh
Charge ... 0
Frontier orbital gap (alpha / beta) ... 0.221 / 0.231 Eh
Relative energy (zero: lowest compared OMol25 entry of this formula, charge and spin) ... 0.0 kcal per mole

***

(3)
A molecular structure, C41H32N2OP2RbSe4 at a distorted geometry. Source: the Open Molecules 2025 dataset; level of theory: wB97M-V/def2-TZVPD.

Last column: Löwdin charge in e.
CARTESIAN COORDINATES (ANGSTROEM)
1 Rb -20.0833 -5.3664 6.6655  0.546
2 O -20.1742 -4.9227 10.0307  -0.158
3 C -19.1345 -4.5760 9.4347  -0.372
4 C -18.0505 -4.2689 10.4413  -0.273
5 C -18.2228 -4.3242 11.8455  -0.034
6 C -17.3293 -3.6799 12.7076  -0.081
7 C -16.2722 -2.9072 12.1305  -0.089
8 C -16.0350 -3.0353 10.7677  -0.107
9 C -16.9242 -3.6952 9.9072  -0.352
10 P -16.7271 -3.8388 8.0717  1.077
11 C -17.4428 -2.2951 7.4674  -0.407
12 C -17.6934 -2.2912 6.0524  -0.104
13 C -18.4337 -1.2416 5.4987  -0.123
14 C -18.8430 -0.1784 6.3457  -0.085
15 C -18.4140 -0.1387 7.6491  -0.096
16 C -17.8024 -1.2228 8.2172  -0.108
17 C -14.8702 -3.5552 8.0918  -0.364
18 C -14.0240 -4.5954 8.5214  -0.125
19 C -12.6371 -4.5191 8.3401  -0.099
20 C -12.0255 -3.4416 7.6742  -0.102
21 C -12.8476 -2.3514 7.4517  -0.120
22 C -14.2161 -2.3842 7.6219  -0.093
23 H -19.1381 -4.7194 12.2802  0.102
24 H -17.5140 -3.6100 13.7823  0.089
25 H -15.6232 -2.2702 12.7098  0.085
26 H -15.1640 -2.5204 10.3337  0.102
27 H -17.4001 -3.1485 5.4326  0.097
28 H -18.8640 -1.2733 4.5180  0.056
29 H -19.4940 0.5831 5.9539  0.098
30 H -18.6229 0.7396 8.3235  0.122
31 H -17.6151 -1.2212 9.2788  0.107
32 H -14.4313 -5.4399 9.0493  0.089
33 H -11.9876 -5.3260 8.7859  0.110
34 H -10.9753 -3.3980 7.5682  0.079
35 H -12.4219 -1.4203 7.0422  0.105
36 H -14.8985 -1.5327 7.4173  0.108
37 Se -24.5442 -4.5431 4.5556  0.154
38 P -23.6230 -2.6340 4.4907  0.012
39 Se -21.4699 -2.7026 4.7422  0.165
40 C -24.3472 -1.5388 5.7651  -0.403
41 C -23.7808 -1.5685 7.0505  -0.108
42 C -24.1052 -0.5832 7.9746  -0.090
43 C -25.1051 0.3611 7.6969  -0.097
44 C -25.7293 0.3262 6.4394  -0.078
45 C -25.2623 -0.5730 5.4608  -0.097
46 C -24.0243 -1.7361 2.9682  -0.418
47 C -23.3236 -0.5720 2.6614  -0.133
48 C -23.6482 0.1529 1.5576  -0.103
49 C -24.6829 -0.3091 0.7495  -0.111
50 C -25.4326 -1.4623 0.9995  -0.074
51 C -25.0442 -2.1828 2.1265  -0.118
52 H -22.9689 -2.2899 7.2264  0.079
53 H -23.6006 -0.6139 8.9356  0.100
54 H -25.3344 1.1116 8.4777  0.101
55 H -26.4522 1.0916 6.1979  0.089
56 H -25.7535 -0.6786 4.5273  0.092
57 H -22.5368 -0.1909 3.3176  0.093
58 H -23.1181 1.1336 1.3486  0.123
59 H -25.0174 0.3228 -0.0634  0.088
60 H -26.3448 -1.7285 0.4498  0.105
61 H -25.5131 -3.0929 2.3462  0.026
62 Se -19.4753 -10.0262 8.3688  0.686
63 Se -20.9322 -10.5693 6.7086  0.634
64 C -22.2574 -9.1585 6.9571  -0.664
65 C -23.4768 -9.3080 6.3380  -0.119
66 C -24.3938 -8.2548 6.4226  -0.058
67 C -24.0679 -7.1415 7.1950  -0.071
68 C -22.8109 -7.1384 7.8074  -0.162
69 N -21.9078 -8.0870 7.6392  0.006
70 C -18.1354 -8.9751 7.6175  -0.699
71 C -16.8835 -9.0296 8.2206  -0.119
72 C -15.9852 -8.0670 7.8865  -0.062
73 C -16.2729 -7.2605 6.7931  -0.065
74 C -17.5328 -7.3532 6.2122  -0.204
75 N -18.4896 -8.1602 6.6389  0.016
76 H -23.7636 -10.2717 5.9172  0.100
77 H -25.3489 -8.3263 5.9305  0.107
78 H -24.7929 -6.3360 7.3604  0.098
79 H -22.4031 -6.2971 8.3837  0.103
80 H -16.6536 -9.7455 9.0010  0.103
81 H -15.0822 -7.9597 8.4755  0.111
82 H -15.6126 -6.5336 6.4533  0.075
83 H -17.7153 -6.7189 5.3384  0.103

HOMO level ... -0.128 Eh
Charge ... -1
Frontier orbital gap ... 0.200 Eh
Relative energy (zero: lowest compared OMol25 entry of this formula, charge and spin) ... 29.7 kcal per mole

***

(4)
A molecular structure, C41H34BF2GeI3N2O5Pd at a distorted geometry. Source: the Open Molecules 2025 dataset; level of theory: wB97M-V/def2-TZVPD.

Last column: Löwdin charge in e.
CARTESIAN COORDINATES (ANGSTROEM)
1 Pd -1.1572 -2.2743 -0.5675  1.209
2 I -2.7166 -7.8782 3.9423  0.935
3 C -2.0045 -6.1997 2.8786  -0.664
4 C -0.8698 -5.4699 3.3546  -0.195
5 C -0.6573 -4.2043 2.9201  -0.578
6 I 0.7949 -2.9325 3.8303  0.978
7 C -1.4826 -3.6773 1.8560  -0.342
8 O -1.1242 -2.4846 1.4104  -0.175
9 C -2.6185 -4.4125 1.4113  -0.127
10 C -3.4258 -3.8810 0.2607  -0.141
11 N -2.5935 -3.7673 -0.9283  -0.147
12 C -2.0674 -4.9696 -1.5895  -0.110
13 C -0.8211 -4.5888 -2.3282  -0.265
14 C -0.0839 -5.4654 -3.1486  -0.023
15 C 1.1767 -5.1098 -3.6219  -0.047
16 C 1.6510 -3.8217 -3.3074  -0.057
17 C 0.9209 -3.0164 -2.5176  -0.093
18 N -0.3389 -3.3767 -2.0963  -0.024
19 C -2.7611 -5.7308 1.8237  -0.117
20 H -0.1737 -5.8731 4.0979  0.099
21 H -3.7760 -2.8486 0.4708  0.147
22 H -4.3469 -4.5102 0.1697  0.143
23 H -3.1308 -3.2226 -1.6502  0.148
24 H -2.8473 -5.4586 -2.1962  0.143
25 H -1.7432 -5.7561 -0.9146  0.127
26 H -0.5508 -6.4304 -3.2445  0.107
27 H 1.7185 -5.7791 -4.2448  0.094
28 H 2.5963 -3.4418 -3.6696  0.116
29 H 1.3188 -2.0324 -2.2334  0.108
30 H -3.4909 -6.4289 1.4085  0.110
31 F -0.4322 1.6444 -2.0777  0.148
32 B -0.0593 0.2982 -2.2851  -0.999
33 F 1.1640 0.1794 -2.9468  0.137
34 I -6.1331 -1.2492 -7.8460  0.837
35 C -4.9072 -0.8177 -6.2393  -0.779
36 C -3.5242 -0.7151 -6.4428  -0.192
37 C -2.6738 -0.6065 -5.4023  -0.031
38 C -3.1725 -0.6819 -4.0516  -0.136
39 C -4.5212 -0.7977 -3.8773  -0.064
40 C -5.4163 -0.7952 -4.9562  -0.164
41 C -2.2791 -0.7280 -2.8225  -0.455
42 O -2.7493 -0.8326 -1.6429  -0.051
43 O -1.0212 -0.4886 -3.1292  0.118
44 H -3.1054 -0.7039 -7.4565  0.097
45 H -1.5814 -0.6686 -5.6244  0.130
46 H -4.9072 -0.8770 -2.8222  0.124
47 H -6.4665 -0.8508 -4.8181  0.075
48 O 0.1834 -0.4363 -0.9276  -0.038
49 C 0.6259 0.3617 0.1522  -0.395
50 O -0.0751 0.6701 1.1226  0.114
51 C 2.0104 0.8810 -0.1606  -0.208
52 C 2.7836 1.1569 1.0703  -0.213
53 Ge 2.2634 3.0184 1.7863  1.036
54 C 3.8562 3.6889 2.4923  -0.313
55 C 4.1164 3.5743 3.8706  -0.101
56 C 5.1993 4.2132 4.4756  -0.079
57 C 6.0657 4.9727 3.6791  -0.083
58 C 5.9291 4.9284 2.2881  -0.090
59 C 4.8391 4.2883 1.7284  -0.125
60 C 1.3811 4.2753 0.5276  -0.222
61 C 1.7138 5.5987 0.4516  -0.133
62 C 1.1795 6.4857 -0.4897  -0.081
63 C 0.2847 6.0532 -1.4652  -0.055
64 C -0.0943 4.6899 -1.3920  -0.063
65 C 0.4234 3.8051 -0.4489  -0.074
66 C 1.2809 2.6562 3.4012  -0.286
67 C 0.8482 3.8377 4.0340  -0.126
68 C -0.1084 3.7748 4.9882  -0.110
69 C -0.5338 2.5675 5.5177  -0.087
70 C -0.0706 1.3912 4.9364  -0.086
71 C 0.7937 1.4292 3.8445  -0.110
72 H 1.9770 1.7528 -0.8155  0.114
73 H 2.6415 0.1425 -0.7369  0.142
74 H 3.8695 1.1966 0.8845  0.080
75 H 2.5102 0.4222 1.8304  0.061
76 H 3.6147 2.8603 4.5177  0.103
77 H 5.3144 4.0834 5.5514  0.102
78 H 6.8060 5.5780 4.1325  0.085
79 H 6.6451 5.4119 1.6652  0.091
80 H 4.8026 4.2262 0.6138  0.122
81 H 2.4272 6.0122 1.1667  0.099
82 H 1.4686 7.4819 -0.4689  0.076
83 H -0.0934 6.6604 -2.1935  0.068
84 H -0.7218 4.2733 -2.1706  0.100
85 H 0.0971 2.7867 -0.5344  0.061
86 H 1.2698 4.8259 3.7365  0.119
87 H -0.5632 4.7016 5.3448  0.108
88 H -1.2685 2.4802 6.3053  0.098
89 H -0.4097 0.4005 5.2434  0.090
90 H 1.1085 0.5546 3.3093  0.051

HOMO level (alpha / beta) ... -0.137 / -0.296 Eh
Spin multiplicity ... 5
Charge ... 0
Frontier orbital gap (alpha / beta) ... 0.097 / 0.141 Eh
Relative energy (zero: lowest compared OMol25 entry of this formula, charge and spin) ... 6.6 kcal per mole